1.
Here is a structure of composition C4H7AlO4 at a distorted geometry from the OMol25 dataset. Energies are from the ωB97M-V functional and the def2-TZVPD basis.

Last column: Mulliken charge in e.
Positions of all 16 atoms, in Å:
O1 0.199463 1.144997 -1.153022  -0.2784
C1 -1.091001 1.106066 -1.203608  0.8769
O2 -1.783819 2.082466 -1.622471  -0.2878
Al1 -3.030034 0.797848 -1.607590  0.5906
O3 -1.725436 0.046287 -0.839339  -0.1849
C2 0.944558 -0.202731 -1.356705  -0.7163
H1 1.199986 -0.178044 -2.424516  0.3226
H2 1.924697 -0.251535 -0.867434  0.2858
H3 0.220413 -1.019608 -1.304217  0.4425
C3 0.308143 0.056037 1.725840  0.3641
C4 1.125244 -0.960047 1.351973  -0.7454
O4 -0.747901 -0.054223 2.566366  -0.2676
H4 0.657687 1.090324 1.684240  0.4194
H5 0.747829 -1.985954 1.335343  0.3222
H6 2.180524 -0.733515 1.198085  0.4733
H7 -1.130353 -0.938368 2.517055  0.3829

Force components x, y, z for each atom (eV/Å):
O 0.67 -1.14 -0.10
C 3.91 0.74 0.48
O 0.20 0.09 -0.02
Al -4.83 0.69 -1.51
O 0.93 -1.80 0.98
C -0.68 0.85 -1.98
H 0.01 0.26 0.18
H -0.79 0.39 0.40
H 0.40 0.10 0.79
C -1.85 2.32 3.76
C 0.44 -1.97 -0.29
O 1.91 0.43 -2.93
H -0.28 -0.11 -0.16
H 0.42 0.09 0.00
H -0.25 -0.20 -0.11
H -0.22 -0.73 0.51

Computed properties:
LUMO (spin up / spin down)	-10.5 / -12.0	eV
HOMO-LUMO gap (spin up / spin down)	9.53 / 5.70	eV
highest occupied orbital energy (spin up / spin down)	-19.99 / -17.67	eV
total charge	+2

=====

2.
Here is a structure of composition C4H7BClOTm at a distorted geometry from the OMol25 dataset. Energies are from the ωB97M-V functional and the def2-TZVPD basis.

Last column: Mulliken charge in e.
Positions of all 15 atoms, in Å:
C1 2.148434 0.029092 0.660467  -0.9776
C2 1.192172 -0.955169 0.705736  -0.0865
C3 0.378759 -1.168560 -0.453083  0.1477
Cl1 -0.379047 -2.731521 -0.518461  -0.0966
B1 -0.660423 -0.009967 -0.484284  -0.0349
C4 -1.838873 0.068580 0.508897  -0.8835
O1 -0.411287 1.042370 -1.500462  -0.2634
H1 2.325763 0.669416 1.510042  0.3077
H2 2.703985 0.126433 -0.261771  0.4625
H3 1.020867 -1.552361 1.594667  0.4095
H4 -2.485223 0.916642 0.280794  0.3179
H5 -1.457430 0.205042 1.519986  0.3738
H6 -2.430373 -0.841064 0.523152  0.3592
H7 0.489134 1.342701 -1.267900  0.3228
Tm1 -0.596456 2.858367 -2.817778  1.6413

Force components x, y, z for each atom (eV/Å):
C -0.89 -0.03 0.22
C 1.01 0.69 -0.90
C -0.80 -1.30 1.22
Cl 0.10 0.20 -0.34
B 0.32 -1.11 -0.22
C -0.17 0.72 -0.81
O 0.12 1.57 0.20
H 0.92 -0.47 0.31
H -0.20 0.74 -0.22
H -0.34 0.19 0.25
H -0.26 -0.02 0.18
H 0.15 0.00 0.13
H -0.07 -0.18 -0.03
H 0.60 -0.95 0.29
Tm -0.50 -0.05 -0.27

Computed properties:
relative energy (zero: lowest compared OMol25 entry of this formula, charge and spin)	0.0	kcal/mol
LUMO (spin up / spin down)	-10.5 / -10.6	eV
HOMO-LUMO gap (spin up / spin down)	4.10 / 5.23	eV
highest occupied orbital energy (spin up / spin down)	-14.62 / -15.79	eV
total charge	+2
multiplicity	3
⟨S²⟩	2.043

=====

3.
Here is a structure of composition C4H7BF7NO6PS2 from the OMol25 dataset. Energies are from the ωB97M-V functional and the def2-TZVPD basis.

Last column: Mulliken charge in e.
Positions of all 29 atoms, in Å:
C1 4.987759 -0.454169 1.150466  -1.1446
C2 4.205079 0.814041 0.829877  -0.2852
O1 2.786490 0.518106 0.890582  -0.2338
B1 1.864475 1.420074 0.542646  0.2224
P1 2.173467 3.352031 0.764605  0.2413
O2 3.424300 3.852788 0.115022  -0.6365
C3 0.455042 0.896580 -0.059455  0.6862
F1 -0.366575 1.971518 -0.327516  -0.2893
F2 0.716093 0.276520 -1.258137  -0.3029
C4 -0.359307 -0.086078 0.838690  0.7159
F3 -1.042875 -0.949533 0.120582  -0.2301
F4 -1.204466 0.611121 1.606716  -0.2655
F5 0.463047 -0.766259 1.661283  -0.2478
H1 4.398113 -1.124116 1.778419  0.3142
H2 5.266987 -0.997253 0.244702  0.2997
H3 5.905814 -0.196812 1.685816  0.3347
H4 4.443344 1.168071 -0.173402  0.3516
H5 4.453812 1.615604 1.529287  0.3223
H6 1.022466 4.048464 0.362624  0.0811
H7 2.136201 3.502131 2.172583  0.0526
N1 -4.315966 -1.795999 -1.753103  -0.2940
S1 -4.534029 -3.256601 -1.172952  1.1440
O3 -5.189261 -4.164260 -2.060213  -0.6110
O4 -4.866751 -3.313719 0.214839  -0.5884
F6 -3.008113 -3.704811 -1.224142  -0.2638
S2 -5.601532 -0.913205 -1.967404  1.0992
O5 -5.293821 0.229216 -2.765811  -0.6296
O6 -6.422647 -0.740589 -0.811082  -0.5759
F7 -6.497145 -1.812860 -2.935525  -0.2667

Force components x, y, z for each atom (eV/Å):
C 0.05 0.05 -0.02
C 0.37 -0.20 0.28
O -0.03 0.34 -0.86
B -0.12 -0.11 0.35
P 0.59 0.15 -0.50
O -0.06 -0.13 0.16
C -0.20 0.03 -0.03
F 0.31 -0.47 -0.04
F -0.04 0.24 0.52
C -0.09 0.08 -0.05
F -0.09 -0.09 -0.09
F 0.12 0.00 0.07
F -0.03 0.07 -0.15
H 0.03 0.12 0.02
H -0.11 0.03 0.09
H -0.08 -0.06 -0.08
H -0.11 0.08 0.11
H -0.20 -0.03 0.00
H -0.16 -0.11 0.16
H -0.16 0.01 0.04
N -0.40 -0.15 -0.12
S 0.35 -0.18 0.24
O -0.01 0.03 -0.04
O 0.02 0.03 0.01
F -0.05 0.15 -0.03
S -0.06 0.07 -0.19
O 0.23 0.01 0.12
O -0.02 -0.02 0.01
F -0.04 0.07 0.02

Computed properties:
LUMO	1.1	eV
HOMO-LUMO gap	7.35	eV
highest occupied orbital energy	-6.28	eV
total charge	-1

=====

4.
Here is an isolated molecule of C4H7BO2 at a distorted geometry from the OMol25 dataset. Energies are from the ωB97M-V functional and the def2-TZVPD basis.

Last column: Mulliken charge in e.
Positions of all 14 atoms, in Å:
B1 -2.194757 -0.159237 0.152940  0.0732
C1 -0.071821 -1.012876 0.913663  -0.6600
C2 0.612075 -0.228929 0.174773  0.7034
C3 -0.063391 0.838023 -0.727507  -0.3708
C4 2.163485 -0.227185 0.113888  -1.2305
O1 -1.501688 0.702829 -0.698158  -0.4431
O2 -3.486369 -0.320295 0.289109  -0.1626
H1 0.107794 -1.607256 1.745826  0.4840
H2 0.217667 1.891267 -0.269177  0.2404
H3 0.340146 0.834997 -1.808212  0.2548
H4 2.652646 -1.154984 -0.366271  0.2649
H5 2.714104 -0.254744 1.184166  0.2765
H6 2.621750 0.606956 -0.382115  0.3338
H7 -4.111635 0.091429 -0.322925  0.2359

Force components x, y, z for each atom (eV/Å):
B 0.73 1.60 -0.65
C 1.07 -0.54 0.54
C 1.78 1.92 -2.15
C 0.57 0.77 0.62
C 1.96 -1.98 2.19
O -0.05 -0.59 0.18
O -1.28 -0.21 -0.11
H 0.08 -1.26 1.17
H -0.59 -1.97 -0.94
H -0.87 -0.17 1.62
H -1.28 1.24 0.43
H -1.68 0.19 -2.11
H -0.22 0.67 -0.40
H -0.22 0.33 -0.40

Computed properties:
relative energy (zero: lowest compared OMol25 entry of this formula, charge and spin)	57.8	kcal/mol
LUMO (spin up / spin down)	1.0 / -1.5	eV
HOMO-LUMO gap (spin up / spin down)	6.06 / 8.29	eV
highest occupied orbital energy (spin up / spin down)	-5.11 / -9.77	eV
total charge	0
multiplicity	3
⟨S²⟩	2.013